Molecular formula: C29H32INP3SeW
Method: DFT, the ωB97M-V functional and the def2-TZVPD basis

Summary:
HOMO energy (spin up / spin down), Ha: -0.60383 / -0.60469
Relative energy (zero: lowest compared OMol25 entry of this formula, charge and spin), eV: 0.505
<S²>: 2.03
HOMO-LUMO gap (spin up / spin down), eV: 5.325 / 5.684

Structure (ORCA input):
```
! wB97M-V def2-TZVPD RIJCOSX def2/J DEFGRID3
* xyz 3 3
W 0.052 -0.604 -1.387
C 2.971 -2.143 -3.081
P 2.533 -0.729 -2.042
C 3.761 -0.760 -0.709
C 2.933 0.785 -2.992
C 2.174 1.985 -2.423
P 0.383 1.636 -2.464
C -0.464 3.035 -1.697
C -0.071 1.738 -4.217
H 4.039 -2.093 -3.303
H 2.410 -2.132 -4.013
H 2.766 -3.074 -2.552
H 4.738 -0.930 -1.166
H 3.559 -1.567 -0.010
H 3.802 0.190 -0.179
H 2.686 0.609 -4.042
H 4.013 0.943 -2.953
H 2.379 2.897 -2.987
H 2.451 2.180 -1.383
H -0.212 3.941 -2.250
H -0.153 3.153 -0.658
H -1.543 2.889 -1.739
H 0.201 2.732 -4.580
H -1.146 1.611 -4.345
H 0.452 1.002 -4.827
I -2.814 -0.455 -1.521
C -3.886 -0.541 0.292
C -5.222 -0.719 0.055
C -6.136 -0.850 1.108
C -5.672 -0.808 2.390
C -4.294 -0.625 2.659
C -3.876 -0.584 4.010
C -2.566 -0.394 4.348
C -1.632 -0.233 3.323
C -1.985 -0.270 1.984
P -0.534 -0.037 0.965
C 0.248 1.494 1.478
C -0.563 2.549 1.904
C 0.009 3.771 2.226
C 1.384 3.949 2.127
C 2.195 2.900 1.705
C 1.630 1.678 1.376
C 0.614 -1.434 1.116
C 0.359 -2.468 0.182
C 1.119 -3.637 0.158
C 2.129 -3.789 1.094
C 2.385 -2.777 2.028
C 1.670 -1.591 2.018
C -3.347 -0.480 1.600
H -5.606 -0.770 -0.958
H -7.185 -0.989 0.890
H -6.349 -0.911 3.228
H -4.630 -0.705 4.778
H -2.249 -0.360 5.381
H -0.598 -0.062 3.608
H -1.634 2.421 2.003
H -0.619 4.584 2.567
H 1.825 4.900 2.395
H 3.268 3.032 1.655
H 2.270 0.860 1.071
H -0.608 -2.521 -0.347
H 0.867 -4.421 -0.545
H 2.708 -4.702 1.124
H 3.156 -2.929 2.773
H 1.890 -0.818 2.745
Se -0.484 -1.433 -3.701
C -0.882 -3.076 -2.945
N -1.069 -4.045 -2.349
*
```

---

Molecular formula: C29H32N3
Method: DFT, the ωB97M-V functional and the def2-TZVPD basis

Summary:
HOMO energy, Ha: -0.35482
Relative energy (zero: lowest compared OMol25 entry of this formula, charge and spin), eV: 2.438
HOMO-LUMO gap, eV: 4.390

Structure (ORCA input):
```
! wB97M-V def2-TZVPD RIJCOSX def2/J DEFGRID3
* xyz 1 1
C 1.774 0.000 -1.435
N 2.701 1.098 -1.474
C 3.867 1.049 -2.317
C 4.343 2.454 -2.596
C 4.550 3.230 -1.332
N 3.439 3.053 -0.413
C 3.255 4.115 0.571
C 2.488 3.569 1.750
C 1.238 2.825 1.330
N 1.485 1.880 0.279
C 2.528 2.034 -0.496
H 0.949 0.312 -0.783
H 1.378 -0.228 -2.431
H 2.241 -0.897 -1.010
H 4.676 0.483 -1.831
H 3.604 0.544 -3.252
H 5.288 2.415 -3.141
H 3.616 2.981 -3.222
H 5.486 2.910 -0.848
H 4.669 4.298 -1.556
H 4.229 4.501 0.888
H 2.697 4.953 0.116
H 3.131 2.877 2.304
H 2.230 4.396 2.413
H 0.860 2.239 2.180
H 0.451 3.552 1.033
C -4.002 -0.739 -4.153
C -4.561 -0.303 -2.944
C -3.970 -0.637 -1.727
C -2.877 -1.530 -1.683
C -2.234 -1.886 -0.411
C -1.998 -0.881 0.553
C -1.439 -1.094 1.803
C -1.351 -0.128 2.861
C -0.858 -0.522 4.133
C -0.686 0.405 5.150
C -1.024 1.754 4.941
C -1.593 2.140 3.720
C -1.770 1.215 2.692
C -1.844 -3.278 -0.199
C -0.620 -3.645 0.406
C -0.263 -4.987 0.544
C -1.169 -5.994 0.190
C -2.417 -5.650 -0.350
C -2.725 -4.317 -0.600
C -2.382 -2.045 -2.909
C -2.889 -1.589 -4.124
H -4.425 -0.412 -5.106
H -5.462 0.313 -2.950
H -4.380 -0.271 -0.783
H -2.335 0.123 0.281
H -1.106 -2.089 2.092
H -0.593 -1.576 4.283
H -0.281 0.089 6.112
H -0.879 2.486 5.736
H -1.904 3.174 3.564
H -2.208 1.524 1.740
H 0.067 -2.869 0.747
H 0.725 -5.236 0.934
H -0.902 -7.043 0.325
H -3.152 -6.422 -0.590
H -3.682 -4.045 -1.058
H -1.565 -2.772 -2.891
H -2.418 -1.904 -5.058
*
```

---

Molecular formula: C29H32N3O4S
Method: DFT, the ωB97M-V functional and the def2-TZVPD basis

Summary:
HOMO energy, Ha: -0.09015
Relative energy (zero: lowest compared OMol25 entry of this formula, charge and spin), eV: 0.000
HOMO-LUMO gap, eV: 4.053

Structure (ORCA input):
```
! wB97M-V def2-TZVPD RIJCOSX def2/J DEFGRID3
* xyz -1 1
C 3.024 2.824 2.834
N 3.051 1.529 2.146
C 4.292 0.911 2.143
S 5.685 1.674 2.674
N 4.277 -0.404 1.710
C 5.579 -1.080 1.649
C 3.216 -0.939 0.942
O 3.403 -1.895 0.188
C 1.893 -0.376 1.196
C 0.794 -1.003 0.678
C -0.576 -0.589 0.965
C -1.016 0.675 0.534
C -2.254 1.180 0.890
C -3.140 0.383 1.667
N -4.393 0.844 1.952
C -4.927 1.989 1.251
C -3.885 3.083 1.116
C -2.634 2.546 0.425
C -5.430 -0.047 2.413
C -4.891 -1.051 3.415
C -3.668 -1.786 2.859
C -2.735 -0.919 2.073
C -1.479 -1.390 1.705
C 1.871 0.728 2.179
O 0.956 0.964 2.963
H 2.006 3.206 2.887
H 3.460 2.722 3.836
H 3.677 3.495 2.269
H 5.436 -2.147 1.462
H 6.202 -0.625 0.869
H 6.076 -0.904 2.605
H 0.969 -1.896 0.079
H -0.330 1.287 -0.059
H -5.311 1.701 0.253
H -5.785 2.340 1.833
H -4.321 3.905 0.544
H -3.626 3.467 2.112
H -1.804 3.248 0.592
H -2.805 2.518 -0.665
H -6.202 0.583 2.872
H -5.913 -0.570 1.563
H -4.633 -0.528 4.346
H -5.693 -1.761 3.642
H -3.138 -2.255 3.697
H -4.021 -2.611 2.218
H -1.147 -2.373 2.049
C 5.556 -1.484 -2.117
C 4.262 -2.085 -2.578
O 3.212 -1.122 -2.388
C 2.044 -1.504 -2.986
C 1.015 -0.491 -2.799
C -0.050 -0.337 -3.709
C -0.406 -1.373 -4.645
C -1.576 -1.283 -5.390
C -2.411 -0.156 -5.282
C -2.000 0.940 -4.501
C -0.839 0.869 -3.741
O 1.964 -2.584 -3.589
H 6.223 -2.293 -1.818
H 6.038 -0.944 -2.938
H 5.417 -0.787 -1.289
H 4.326 -2.355 -3.634
H 4.011 -2.978 -1.993
H 1.216 0.265 -2.058
H 0.256 -2.238 -4.711
H -1.856 -2.121 -6.029
H -3.384 -0.150 -5.774
H -2.627 1.831 -4.453
H -0.501 1.725 -3.144
*
```

---

Molecular formula: C29H32N4P2W
Method: DFT, the ωB97M-V functional and the def2-TZVPD basis

Summary:
HOMO energy (spin up / spin down), Ha: -0.46840 / -0.47965
<S²>: 2.09
HOMO-LUMO gap (spin up / spin down), eV: 5.724 / 5.997

Structure (ORCA input):
```
! wB97M-V def2-TZVPD RIJCOSX def2/J DEFGRID3
* xyz 2 3
C -0.227 -3.278 -3.841
C 0.074 -2.022 -3.311
C -0.979 -1.102 -3.110
C -2.308 -1.428 -3.503
C -2.570 -2.729 -4.005
C -1.542 -3.643 -4.154
C -3.281 -0.431 -3.397
C -2.915 0.907 -3.278
C -1.561 1.192 -2.948
C -1.055 2.505 -3.024
C -1.961 3.548 -3.241
C -3.327 3.300 -3.468
C -3.800 2.000 -3.498
H 0.584 -3.986 -3.988
H -3.593 -2.946 -4.321
H -1.747 -4.635 -4.553
H -4.321 -0.665 -3.591
H -1.583 4.569 -3.216
H -4.002 4.148 -3.627
H -4.843 1.779 -3.738
N -0.804 0.125 -2.443
W -0.037 0.156 -0.565
C 1.493 -1.708 -2.876
H 1.929 -0.825 -3.372
H 2.168 -2.562 -3.050
C 0.417 2.756 -2.754
H 1.083 2.141 -3.380
H 0.686 3.819 -2.869
P 1.523 -1.430 -1.037
P 0.738 2.352 -0.989
C -0.143 3.733 -0.202
H -0.165 3.634 0.887
H 0.349 4.680 -0.465
H -1.178 3.755 -0.560
C 2.503 2.692 -0.790
H 2.689 3.768 -0.880
H 2.870 2.368 0.186
H 3.074 2.149 -1.548
C 0.963 -3.039 -0.379
H 1.573 -3.851 -0.803
H 1.047 -3.035 0.716
H -0.089 -3.197 -0.647
C 3.273 -1.250 -0.647
H 3.397 -1.283 0.443
H 3.848 -2.067 -1.110
H 3.631 -0.281 -1.020
H -1.828 -0.435 -0.381
H -1.263 -1.224 -0.191
N -0.105 -2.603 9.880
C 0.104 -2.147 8.822
C 0.346 -1.585 7.520
C 0.409 -2.420 6.395
C 0.487 -1.867 5.113
C 0.577 -0.477 4.987
C 0.666 0.359 6.104
C 0.502 -0.200 7.374
N 0.608 0.118 3.711
C 1.139 1.377 3.426
C 1.044 1.539 2.087
N 0.411 0.425 1.533
C 0.192 -0.433 2.534
H 0.375 -3.502 6.526
H 0.504 -2.504 4.225
H 0.813 1.432 5.979
H 0.481 0.452 8.244
H 1.565 2.041 4.156
H 1.384 2.367 1.485
H -0.293 -1.399 2.434
*
```